Molecular formula: C4H21NO7
Method: DFT, ωB97M-V with the def2-TZVPD basis set

Last column: Mulliken charge in e.
Geometry (Å):
C (-0.077, -1.284, -1.015)  -1.379
C (0.295, -0.500, 0.241)  0.309
C (-0.897, 0.170, 0.992)  -0.525
C (-1.773, -0.928, 1.509)  -0.085
O (-2.939, -1.004, 1.177)  -0.512
N (1.235, 0.575, -0.024)  -0.155
H (-0.589, -2.217, -0.762)  0.281
H (0.795, -1.598, -1.591)  0.398
H (-0.702, -0.715, -1.706)  0.270
H (0.785, -1.244, 0.876)  0.243
H (-1.478, 0.823, 0.348)  0.352
H (-0.317, 0.633, 1.791)  0.327
H (-1.415, -1.699, 2.199)  0.425
H (2.011, 0.355, -0.642)  0.229
H (0.864, 1.475, -0.269)  -0.021
H (2.725, 0.901, 3.453)  0.313
H (3.012, 1.342, 2.087)  0.330
O (3.311, 1.495, 2.994)  -0.659
H (-2.822, -1.853, -1.403)  0.300
H (-4.171, -2.043, -0.724)  0.328
O (-3.509, -2.507, -1.243)  -0.643
H (-2.815, -3.434, 0.917)  0.341
H (-1.706, -4.369, 0.806)  0.300
O (-2.060, -3.742, 1.445)  -0.644
H (3.680, 0.876, -2.477)  0.291
H (2.370, 0.404, -3.133)  0.293
O (2.936, 0.276, -2.366)  -0.638
H (1.944, 3.399, 0.623)  0.319
H (1.512, 4.230, -0.744)  0.337
O (2.179, 3.796, -0.214)  -0.666
H (0.702, 2.691, -3.289)  0.271
H (0.703, 2.338, -1.793)  0.270
O (0.257, 2.872, -2.458)  -0.600

- F_max: 2.32 eV/A
- Lowest unoccupied orbital energy: 0.00 eV
- Charge: 0
- HOMO: -9.6 eV
- Relative energy (zero: lowest compared OMol25 entry of this formula, charge and spin): 135.25 kJ/mol